1.
Molecular formula: C19H32F24HfN5O13PS6
Method: DFT, ωB97M-V with the def2-TZVPD basis set

XYZ file:
```
101
Properties=species:S:1:pos:R:3:mulliken_charge:R:1
Hf -3.5359 1.5915 -0.2273 1.16
P -0.1493 0.6671 0.1319 1.96
F 0.3964 2.1777 -0.0586 -0.41
F -1.4222 1.1586 0.9926 0.68
F -1.2122 1.0003 -1.0940 -0.24
F -0.7498 -0.8063 0.0767 -0.25
F 1.0273 0.0940 -0.9532 -0.34
F 0.7433 0.2025 1.3806 -0.46
C -0.1942 -3.9359 -0.4303 -0.78
N 0.7984 -3.9533 -1.6570 0.22
C 0.7001 -5.3980 -2.2567 -0.91
C 0.3874 -2.9517 -2.7195 -0.91
C 2.2559 -3.4732 -1.2955 -0.16
C 3.1088 -4.5394 -0.6643 -0.97
O 2.6565 -4.8281 0.6165 -0.52
H 0.0802 -4.7165 0.2792 0.33
H -1.0881 -4.0199 -1.0484 0.61
H 0.0235 -2.9625 0.0092 0.10
H -0.3446 -5.5797 -2.5089 0.39
H 1.0795 -6.0607 -1.4789 0.39
H 1.3442 -5.4477 -3.1347 0.39
H 0.1885 -1.9517 -2.3341 0.09
H -0.5087 -3.3705 -3.1775 0.48
H 1.1011 -2.8830 -3.5405 0.40
H 2.2012 -2.5627 -0.6987 0.15
H 2.7100 -3.2563 -2.2624 0.32
H 4.1380 -4.2253 -0.4906 0.50
H 3.3051 -5.3736 -1.3377 0.50
H 3.1019 -5.6147 0.9398 0.34
C 2.7870 3.7983 2.1026 -1.46
C 3.7359 2.8797 1.2423 0.13
C 4.3124 1.8790 2.1754 -0.80
N 5.3238 0.9906 1.3870 0.40
C 6.4736 1.7786 0.6384 -1.13
C 4.5332 0.1306 0.3938 -1.03
C 4.1163 -1.1639 1.1424 0.74
C 5.1145 -1.2710 2.2939 -0.62
C 5.9674 -0.0582 2.2651 -0.65
H 1.8971 3.3970 2.5874 0.26
H 2.4110 4.5947 1.4603 0.35
H 3.3628 4.1714 2.9496 0.47
H 4.5003 3.4971 0.7704 0.33
H 3.1274 2.5047 0.4194 0.14
H 3.5264 1.2242 2.5515 0.28
H 4.8574 2.3587 2.9884 0.53
H 6.0411 2.3052 -0.2123 0.44
H 7.2148 1.0594 0.2896 0.47
H 7.0021 2.4642 1.3008 0.35
H 5.3412 -0.1210 -0.2932 0.49
H 3.6924 0.5783 -0.1359 0.49
H 4.2230 -2.0321 0.4921 -0.23
H 3.0898 -1.0743 1.4981 -0.13
H 5.7582 -2.1220 2.0712 0.29
H 4.6290 -1.4067 3.2604 0.38
H 6.9734 -0.2409 1.8873 0.36
H 6.0453 0.2997 3.2917 0.25
C -2.4289 0.5193 4.0447 0.78
F -2.3817 1.8375 4.1293 -0.21
F -1.4247 0.0677 3.2953 -0.19
F -2.3348 0.0681 5.3201 -0.23
S -4.1343 0.0828 3.2252 0.87
O -4.6334 -1.1423 3.8381 -0.51
O -4.9919 1.2622 3.3709 -0.64
N -3.8626 0.0519 1.4453 -0.25
S -3.6543 -1.5267 1.1888 1.21
O -3.2147 -1.4056 -0.1867 -0.70
O -2.6847 -2.1716 2.0757 -0.54
C -5.3949 -2.4140 1.1590 0.59
F -6.3650 -1.5612 1.5746 -0.21
F -5.7577 -2.6916 -0.1320 -0.12
F -5.3830 -3.4202 2.0819 -0.17
C -2.8939 5.6083 2.0727 0.48
F -4.0354 5.7685 1.5026 -0.16
F -2.1038 6.5879 1.6010 -0.13
F -3.0373 5.8099 3.3845 -0.16
S -2.2686 3.8892 1.6348 1.01
O -1.0193 3.6360 2.3542 -0.46
O -3.2800 2.8436 1.7608 -0.98
N -2.2864 3.5285 -0.1043 -0.23
S -1.3478 4.7005 -0.6265 0.71
O -2.1274 5.9098 -0.8798 -0.56
O -0.0506 4.8569 0.0334 -0.46
C -0.7914 4.2509 -2.5150 0.54
F -0.8918 2.9601 -2.6555 -0.15
F -1.7499 4.7157 -3.3420 -0.20
F 0.4806 4.6564 -2.7193 -0.21
C -5.5117 -1.7948 -3.1035 0.64
F -6.6039 -2.4942 -2.9103 -0.18
F -4.4384 -2.3747 -2.6103 -0.10
F -5.3941 -1.6691 -4.3826 -0.17
S -5.5023 0.0449 -2.2854 0.77
O -6.5673 0.7307 -2.9982 -0.49
O -5.7024 -0.0914 -0.8604 -0.54
N -3.9178 0.7761 -2.2838 -0.58
S -3.4951 0.8589 -3.8360 0.76
O -4.4770 0.5909 -4.8753 -0.53
O -2.8773 2.1349 -4.0647 -0.57
C -2.1745 -0.5733 -3.9041 0.67
F -1.8781 -0.9967 -2.6647 -0.06
F -2.6219 -1.6390 -4.5839 -0.22
F -0.9875 -0.1842 -4.4440 -0.23
```

total charge: +2
orbital gap: 7.440 eV
highest occupied orbital energy: -0.55969 hartree


2.
Molecular formula: C19H32F5N2O9TeTi
Method: DFT, ωB97M-V with the def2-TZVPD basis set

XYZ file:
```
69
Properties=species:S:1:pos:R:3:mulliken_charge:R:1
Ti -0.7301 0.3688 0.2605 -0.09
C -1.6333 -2.8611 2.0776 -0.66
C -0.5992 -1.9521 2.7092 -0.67
O -0.8386 -0.5738 2.3286 0.33
C -1.8787 0.0614 3.0969 -0.90
C -3.0986 0.3363 2.2200 -0.79
O -2.7878 -0.0343 0.8606 0.13
C -3.9282 0.1891 -0.0123 -0.66
C -3.9185 1.6276 -0.4800 -0.76
O -2.6247 1.9393 -1.0053 -0.09
C -2.5371 1.9108 -2.4392 -0.75
C -2.7803 0.5163 -2.9601 -0.59
O -2.0541 -0.3936 -2.1424 -0.23
C -1.3523 -1.4331 -2.8056 -0.72
C 0.0838 -1.3741 -2.3539 -0.73
O 0.1122 -1.3733 -0.9077 0.92
C 0.5576 -2.6140 -0.3163 -0.65
C -0.6313 -3.4989 0.0007 -0.91
O -1.6354 -2.7360 0.6635 -0.25
H -2.6335 -2.5844 2.4165 0.26
H -1.4576 -3.8953 2.3869 0.53
H 0.4119 -2.1836 2.3830 0.30
H -0.6183 -2.0137 3.7976 0.50
H -1.4702 0.9905 3.4872 0.24
H -2.1412 -0.5820 3.9339 0.58
H -3.3573 1.3952 2.2549 0.31
H -3.9581 -0.2593 2.5272 0.65
H -4.8377 -0.0349 0.5464 0.54
H -3.8206 -0.5245 -0.8198 0.24
H -4.1039 2.3181 0.3408 0.41
H -4.6972 1.7817 -1.2302 0.53
H -1.5279 2.2378 -2.6763 0.26
H -3.2523 2.6163 -2.8677 0.54
H -2.4552 0.4531 -4.0004 0.60
H -3.8428 0.2556 -2.9368 0.20
H -1.4092 -1.3296 -3.8896 0.60
H -1.8074 -2.3853 -2.5239 0.20
H 0.5579 -0.4481 -2.6765 0.34
H 0.6551 -2.2173 -2.7374 0.34
H 1.1062 -2.3430 0.5838 0.15
H 1.2615 -3.0989 -0.9918 0.62
H -0.3129 -4.3504 0.6069 0.51
H -1.0775 -3.8838 -0.9163 0.30
F -0.7075 5.5392 0.1742 -0.35
Te -0.7989 3.7368 0.6514 1.52
F -2.5986 3.8920 1.2259 -0.41
F -0.0652 1.2185 -1.1413 -0.32
F 1.0181 3.4845 0.2007 -0.42
F -0.2787 4.1404 2.3575 -0.35
O -0.9133 1.8336 1.2045 0.36
O 6.3844 0.7167 -3.0704 -0.53
C 6.7672 0.1334 -1.8660 -0.48
N 5.8360 0.4506 -0.7795 -0.20
C 4.6014 -0.0595 -0.7915 0.32
O 4.1913 -0.8288 -1.6501 -0.69
C 3.6609 0.3445 0.3223 -0.07
C 4.0169 0.7754 1.5900 -0.21
C 3.0144 1.0299 2.5174 -1.39
C 1.6997 0.8327 2.1584 -0.36
N 1.3482 0.4011 0.9326 1.04
C 2.3175 0.1881 0.0381 -0.21
H 5.6953 0.1749 -3.4711 0.36
H 7.7308 0.5535 -1.5918 0.38
H 6.8421 -0.9522 -1.9341 0.32
H 6.0630 1.2116 -0.1615 0.26
H 5.0551 0.8999 1.8714 0.55
H 3.2464 1.3762 3.5141 0.51
H 0.8982 1.0244 2.8549 0.31
H 2.0382 -0.1369 -0.9495 0.42
```

total charge: +2
orbital gap (alpha / beta): 7.651 / 5.729 eV
spin multiplicity: 2
highest occupied orbital energy (alpha / beta): -0.54811 / -0.54811 hartree
ΔE to the lowest compared entry with this formula, charge and spin: 133.2 kJ/mol
<S²>: 0.756


3.
Molecular formula: C19H32FNO8S
Method: DFT, ωB97M-V with the def2-TZVPD basis set

XYZ file:
```
62
Properties=species:S:1:pos:R:3:mulliken_charge:R:1
C -2.2690 -0.4474 3.4929 -0.76
C -2.5293 1.0401 3.7770 -0.39
O -2.6693 1.8041 2.5954 -0.44
C -1.4359 2.2035 2.0180 -0.35
C -1.4951 1.9588 0.5161 -0.35
O -0.1896 1.9195 -0.0569 -0.25
C 0.3874 0.6505 0.0266 -0.68
N 1.8576 0.7422 0.1484 0.07
C 2.3867 -0.6053 0.4769 -1.09
O 2.4164 -1.3993 -0.6824 -0.55
C 1.6240 -2.5403 -0.7098 0.25
C 0.4888 -2.4904 -1.4923 -0.40
C -0.3385 -3.5964 -1.6516 0.55
C -1.5597 -3.5133 -2.5240 -1.40
C 0.0319 -4.7663 -1.0017 -1.13
C 1.1919 -4.8199 -0.2525 -0.50
C 2.0305 -3.7241 -0.0849 0.23
C 3.3365 -3.8262 0.6855 1.26
C 3.2916 -3.1603 2.0783 -1.31
C 3.7964 -5.2807 0.8575 -2.09
S 2.3130 1.8391 1.3180 1.11
O 1.9854 1.3598 2.6210 -0.57
O 2.0452 3.1686 0.9201 -0.55
F 3.8579 1.6334 1.1506 -0.24
H -1.4933 -0.8612 4.1360 0.26
H -3.1765 -1.0353 3.6279 0.32
H -1.9669 -0.5623 2.4509 0.15
H -3.4603 1.1574 4.3330 0.39
H -1.7387 1.4538 4.4118 0.31
H -1.2591 3.2605 2.2314 0.24
H -0.6093 1.6305 2.4486 0.34
H -2.0362 2.7644 0.0182 0.34
H -2.0531 1.0377 0.3183 0.26
H 0.2046 0.1021 -0.8980 0.06
H -0.0399 0.0743 0.8585 0.50
H 3.4018 -0.4952 0.8427 0.57
H 1.7802 -1.0786 1.2555 0.66
H 0.2546 -1.5727 -2.0178 0.74
H -2.2063 -2.6879 -2.2217 0.30
H -2.1487 -4.4280 -2.4642 0.36
H -1.2842 -3.3599 -3.5686 0.33
H -0.5805 -5.6544 -1.0996 0.34
H 1.4410 -5.7693 0.2029 0.33
H 4.0957 -3.3382 0.0674 0.43
H 3.8836 -3.7445 2.7821 0.50
H 3.7446 -2.1688 2.0666 0.19
H 2.2733 -3.0637 2.4528 0.32
H 3.1893 -5.7736 1.6235 0.42
H 4.8267 -5.3007 1.2089 0.44
H 3.6950 -5.8657 -0.0557 0.48
C -3.9604 7.2124 -3.9505 -0.63
O -3.2432 6.5913 -2.8811 -0.33
C -2.4442 5.5947 -3.2645 0.75
O -2.3003 5.2064 -4.3941 -0.54
O -1.8385 5.1072 -2.1858 -0.28
C -0.9379 4.0234 -2.4487 -0.47
H -4.5592 7.9927 -3.4908 0.22
H -3.2719 7.6475 -4.6723 0.30
H -4.6061 6.4919 -4.4489 0.29
H -0.1405 4.3432 -3.1168 0.44
H -1.4733 3.1841 -2.8903 0.30
H -0.5169 3.7347 -1.4941 -0.02
```

structure (SMILES): CCOCCOCN(COc1cc(C)ccc1C(C)C)S(=O)(=O)F.COC(=O)OC
orbital gap: 9.708 eV
highest occupied orbital energy: -0.33729 hartree